Formula: C35H51KN8O8S4Se2
Source: the Open Molecules 2025 dataset
Level of theory: wB97M-V/def2-TZVPD

Geometry (Å):
Se (3.386684, 1.915840, -4.729471)
Se (4.718818, -1.630694, -0.873199)
K (-0.382277, 1.306356, -0.216554)
S (-2.198179, -0.162332, 5.485845)
S (-0.139850, -0.179106, 3.292350)
S (-0.999081, -0.506681, -4.841918)
S (-5.229726, -1.856424, -0.201697)
O (7.065898, -0.926048, -4.882487)
O (1.966538, 0.848620, -0.483198)
O (1.169714, 3.222372, 0.585652)
O (-1.369296, 5.286533, -0.304231)
O (-0.943523, 3.336894, -1.335279)
O (3.984859, 1.062238, 0.488736)
O (6.480989, 1.605781, -3.839536)
O (0.027697, -1.277089, 0.366939)
N (-1.607787, 0.408746, -2.515895)
N (-4.094989, 4.084430, 0.936699)
N (-3.858145, 2.207768, -0.456668)
N (0.032768, 1.679323, -3.607613)
N (-3.741854, -0.754430, 1.822095)
N (-2.748593, 2.212918, 1.542890)
N (-2.936639, -0.729016, -0.374720)
N (-0.201722, -1.755491, 5.436289)
C (-5.143017, 4.066470, -1.284531)
C (1.900433, -3.896945, 1.537947)
C (-3.503087, 2.852654, 0.712251)
C (-4.523578, 4.911032, -0.189688)
C (4.251494, 0.139502, -4.837555)
C (2.794133, 1.471916, 0.148579)
C (-3.563805, 4.864469, 2.043347)
C (-0.920049, -3.818384, -1.036405)
C (4.018905, -0.992326, -2.613129)
C (-2.176212, -1.520477, 6.691126)
C (5.774144, 0.777354, -2.903426)
C (-2.373234, 2.847037, 2.793314)
C (1.007306, -1.979337, 0.247724)
C (0.111960, -5.651308, 0.335482)
C (-3.853516, -1.031505, 0.481911)
C (0.069087, -4.305365, -0.009856)
C (-4.155333, 2.980659, -1.656212)
C (-2.396026, -0.691469, -2.742579)
C (-4.509258, -1.696477, -1.769179)
C (-0.803857, 0.636995, -3.525939)
C (2.856046, -2.937233, 2.191450)
C (1.059876, -7.606397, 1.602219)
C (-0.729697, -0.749072, 4.695191)
C (5.018739, -0.364768, -3.592747)
C (0.832516, 4.398812, -0.152356)
C (2.541190, 2.901770, 0.617485)
C (1.895956, -5.246707, 1.871456)
C (-3.307921, -1.079034, -1.656399)
C (6.017729, -1.432784, -4.049853)
C (1.017525, -6.137790, 1.270684)
C (0.982810, -3.435883, 0.592251)
C (-0.636731, 4.336201, -0.635537)
C (-0.708437, -1.917225, 6.782895)
C (-2.217521, -1.328508, -3.924865)
C (-3.323839, 3.951866, 3.228246)
H (3.507122, -2.480434, 1.437855)
H (1.579245, -8.167265, 0.821255)
H (1.475487, 4.471080, -1.036679)
H (-3.238939, 3.417204, -2.066039)
H (7.101519, 0.032390, -4.724731)
H (-3.658984, 5.457762, -0.581693)
H (-3.219216, 1.443049, -0.634573)
H (1.972042, -1.565301, -0.096294)
H (-5.248352, 5.632576, 0.201609)
H (-2.659487, -2.252908, -4.256778)
H (2.316796, -2.126217, 2.689201)
H (2.605531, -5.608833, 2.609418)
H (-0.179500, -1.264452, 7.487476)
H (-4.575249, 2.295357, -2.394750)
H (-4.621835, -0.563065, 2.276406)
H (0.943692, 1.596159, -4.076683)
H (-2.634307, 5.358886, 1.736172)
H (0.961212, 5.286467, 0.472379)
H (-4.276774, 3.520328, 3.551823)
H (-2.782116, -2.345584, 6.317768)
H (0.054447, -8.022172, 1.690553)
H (-0.586967, -6.335729, -0.136511)
H (1.586326, -7.782868, 2.540996)
H (0.714695, -2.078472, 5.166608)
H (2.944849, 3.025463, 1.625785)
H (4.941616, 0.182527, -5.679471)
H (3.116702, 3.543464, -0.057950)
H (-0.420691, -3.595454, -1.983034)
H (5.063410, 1.387474, -2.340791)
H (3.558022, -1.854227, -3.102058)
H (5.769417, 2.085165, -4.313504)
H (3.494387, -0.607212, -5.088766)
H (4.234426, 0.140775, 0.045931)
H (6.447284, -1.910084, -3.163588)
H (3.229473, -0.263395, -2.418970)
H (-6.075376, 3.613750, -0.932884)
H (5.484609, -2.200431, -4.624512)
H (-2.905531, 4.514782, 4.066699)
H (-1.679736, -4.578101, -1.225863)
H (0.008029, 2.315559, -2.813275)
H (-0.594364, -2.951484, 7.108546)
H (-1.412534, -2.905871, -0.708566)
H (6.510578, 0.374647, -2.208626)
H (-2.312417, 2.076087, 3.567243)
H (-4.299443, 5.639031, 2.281234)
H (-3.089612, 0.023102, 1.950420)
H (-2.570780, -1.180940, 7.646184)
H (3.477657, -3.448509, 2.928064)
H (-1.357461, 3.252937, 2.701629)
H (-5.017774, -2.010549, -2.664578)
H (-5.368167, 4.695285, -2.148426)

Cartesian forces (eV/Å) of the 6 atoms listed first:
-0.16 0.02 0.00
0.06 0.01 0.01
-1.08 -1.05 0.63
0.00 0.01 0.01
0.02 0.07 0.03
0.09 -0.05 0.01

Properties
Relative energy (zero: lowest compared OMol25 entry of this formula, charge and spin), kJ/mol: 0.57
Charge: -2
E_LUMO, hartree: 0.106
DFT total energy, eV: -255788.31536

Atomic partial charges in e from the Mulliken method, atoms 1 to 5: -0.62, -0.66, 1.55, -0.14, -0.08



Formula: H56O28
Source: the Open Molecules 2025 dataset
Level of theory: wB97M-V/def2-TZVPD

Geometry (Å):
O (5.415706, 1.518839, 0.710979)
O (4.808006, 0.088329, -2.373171)
O (-1.882614, -4.258551, 1.187309)
O (3.628906, -0.360331, 0.908239)
O (-3.927424, 2.609649, -2.418461)
O (2.672796, 1.737919, 3.332129)
O (-2.099424, 4.565829, -1.853871)
O (0.153856, 1.853929, 2.594809)
O (3.931086, 3.727379, 0.273969)
O (-0.168834, 2.784229, -4.437961)
O (-1.091124, 1.998639, 5.232999)
O (-1.671524, -1.445871, 4.500089)
O (1.710286, 4.240569, -1.503691)
O (-4.226324, -0.462011, 4.334499)
O (-0.400974, 3.021909, -0.089871)
O (-0.189484, 0.325519, -0.489931)
O (-2.927224, 2.466359, 1.915839)
O (-2.016104, -1.469731, -4.625721)
O (-0.102314, -2.764171, -2.916091)
O (-5.341944, -1.913551, 0.877989)
O (-1.532424, -4.755811, -1.578721)
O (0.178816, -4.533851, 3.050909)
O (-2.527524, -3.776201, 3.629919)
O (-1.445254, 0.791399, -3.015331)
O (0.595626, -0.766671, 1.854059)
O (2.216406, -0.678331, -1.642621)
O (2.409386, -3.803981, -2.130861)
O (2.522946, -0.012541, -5.654871)
H (-0.598794, 1.712229, 4.463709)
H (2.528006, -1.555131, -1.867001)
H (-0.781894, -1.581941, 4.826069)
H (-1.037534, -4.612181, 1.464819)
H (0.009806, 2.625399, 2.046809)
H (2.575016, -4.449441, -1.443711)
H (-1.097384, 2.971039, -4.576281)
H (5.476736, 0.492009, -1.819921)
H (0.740856, -1.346801, 2.601439)
H (4.722926, 0.858919, 0.682419)
H (0.212856, 3.521589, -0.628161)
H (-3.303764, -0.336471, 4.112309)
H (-0.637544, -2.401551, -3.621961)
H (4.579276, 4.333969, -0.083991)
H (-2.528974, -3.828151, 2.674129)
H (1.066986, 1.924369, 2.873139)
H (-0.482444, -0.199841, 0.254659)
H (-1.883664, -0.722231, -4.042681)
H (1.966696, -0.743791, -5.923361)
H (-0.903254, -5.476921, -1.598211)
H (2.559396, 4.023429, -1.118861)
H (-2.290954, 2.504059, 1.201719)
H (-0.143994, 2.280419, -3.624451)
H (2.851136, 0.919769, 3.795879)
H (3.107256, -0.571431, 1.682539)
H (-2.727704, 3.901609, -2.137271)
H (-4.626434, -1.574501, 0.340089)
H (-1.845304, -4.270321, 0.230909)
H (-3.236664, -4.358251, 3.902979)
H (-1.805604, 4.266619, -0.993421)
H (-1.147964, -4.086501, -2.144811)
H (4.994736, 2.322119, 0.404769)
H (1.457146, -3.707701, -2.145181)
H (-4.454934, 2.856139, -1.658721)
H (0.572876, -3.720721, 3.366779)
H (-4.488454, 2.016299, -2.917871)
H (3.007396, -0.402111, 0.181459)
H (0.519656, -2.067981, -2.704621)
H (3.480896, 1.923789, 2.853939)
H (1.914726, 0.630389, -5.290251)
H (-2.228614, 1.329069, -2.899151)
H (-2.451804, 2.058399, 2.639569)
H (-5.680584, -1.145801, 1.338539)
H (0.258716, 0.041969, 2.239839)
H (-4.260724, -1.330911, 4.734579)
H (-1.129794, 0.631559, -2.125851)
H (-1.991974, -2.325941, 4.302559)
H (-0.947974, 1.308159, 5.880279)
H (1.843906, 4.149039, -2.447091)
H (2.982156, -0.115251, -1.755731)
H (-0.313854, 2.120669, -0.400371)
H (5.233526, -0.019931, -3.223731)
H (-2.021204, -1.090621, -5.504621)
H (0.707696, 0.033569, -0.651421)
H (-0.677714, -4.566771, 3.476939)
H (3.663796, 4.123679, 1.103259)

Cartesian forces (eV/Å) of the 6 atoms listed first:
1.12 0.31 -0.07
-0.15 0.06 0.10
-0.24 0.01 0.22
0.18 -0.29 0.26
0.04 -0.40 -0.22
0.18 0.05 0.27

Properties
Relative energy (zero: lowest compared OMol25 entry of this formula, charge and spin), kJ/mol: 216.24
E_LUMO, hartree: -0.023
DFT total energy, eV: -58242.29858

Atomic partial charges in e from the Mulliken method, atoms 1 to 5: -0.69, -0.55, -0.63, -0.62, -0.68



Formula: C27H60N4O3
Source: the Open Molecules 2025 dataset
Level of theory: wB97M-V/def2-TZVPD

Geometry (Å):
O (2.287346, 0.811995, -0.616987)
O (0.335890, 0.890699, -1.589411)
O (2.010512, -0.058380, -2.601815)
N (-0.008157, 4.889093, 1.810792)
N (-3.226521, -0.105903, -1.436642)
N (1.569548, 0.556144, -1.606182)
N (2.984808, -3.396875, -0.909446)
C (4.386924, -3.779878, -0.395939)
C (2.184440, -4.687173, -0.957688)
C (-0.352657, 4.148703, 0.530753)
C (-4.766333, 1.679442, -2.214040)
C (-1.294372, -3.257352, -2.587909)
C (0.946106, 4.058436, -0.274235)
C (-5.451449, 0.798406, -1.195605)
C (5.087058, -4.398669, -1.572287)
C (-0.613257, 4.312320, 3.064226)
C (2.355438, -2.360438, -0.007863)
C (1.465183, -1.783889, 2.288838)
C (-2.565184, -1.068377, -2.431108)
C (-0.517089, 6.306349, 1.771708)
C (-0.045259, -1.710914, 2.154353)
C (-0.725294, 2.450979, 4.725985)
C (-1.292290, -3.233521, -4.096337)
C (-0.221963, 1.140007, 5.290692)
C (-3.274505, 1.314661, -2.058866)
C (-2.648278, -0.080811, -0.075354)
C (2.140568, -2.868544, 1.414663)
C (1.995340, 3.922058, 0.820087)
C (1.528424, 4.936665, 1.826294)
C (-0.166332, 2.878668, 3.385781)
C (-2.493062, -2.490605, -1.972873)
C (3.309172, -2.863388, -2.286967)
C (-4.697969, -0.508473, -1.360986)
C (4.520380, -3.635306, -2.805193)
H (-0.457609, 0.272924, 4.661249)
H (2.485119, -5.234907, -0.072695)
H (2.464779, -3.054801, -2.943947)
H (-1.591939, -0.588803, -2.576755)
H (1.128972, -4.442156, -0.868066)
H (-2.141446, -3.731374, -4.571589)
H (1.738385, -1.975952, 3.329131)
H (-0.411787, -1.915886, 1.141076)
H (1.756012, 5.966712, 1.550482)
H (-0.844247, 3.197693, 0.702848)
H (1.916098, 4.885202, 2.844308)
H (-1.583109, 6.254625, 1.568697)
H (-1.216453, -2.225048, -4.509121)
H (2.974623, 4.195322, 0.427676)
H (-0.520719, 4.965461, 3.929862)
H (-5.354035, 1.248136, -0.205826)
H (-0.254945, 6.878152, 2.656366)
H (1.985867, -0.843010, 2.096979)
H (-1.816270, 2.419321, 4.718630)
H (2.074527, 2.927263, 1.259227)
H (-1.683652, 4.280818, 2.843267)
H (-2.770208, -1.050548, 0.395743)
H (-0.443115, -0.732129, 2.427928)
H (2.946020, -1.452418, -0.153442)
H (-0.044240, 6.810207, 0.928428)
H (-0.467081, -3.796442, -4.543984)
H (-2.803765, 1.226188, -3.031187)
H (4.841121, -5.459252, -1.623560)
H (0.867647, 0.991494, 5.192203)
H (-0.390336, 3.202876, 5.450497)
H (-0.612807, -2.441065, 2.736326)
H (-2.849160, 2.042530, -1.376697)
H (4.236523, -4.433777, 0.456775)
H (6.163724, -4.281110, -1.488181)
H (-3.418564, -3.063930, -2.054445)
H (1.428242, -2.025718, -0.489144)
H (-1.064131, 4.783556, -0.002237)
H (2.392637, -5.184854, -1.897673)
H (-0.551336, 2.232997, 2.589652)
H (5.300555, -2.969222, -3.162550)
H (-1.603868, 0.226667, -0.178968)
H (-5.006464, -1.023794, -2.263225)
H (3.527784, -1.807755, -2.154561)
H (-3.114262, 0.664827, 0.567719)
H (-5.046842, 1.514570, -3.255482)
H (1.246228, 4.900111, -0.898607)
H (4.258361, -4.358807, -3.572158)
H (-0.399420, 0.970335, 6.347631)
H (3.146863, -2.942582, 1.838466)
H (-0.383459, -2.872383, -2.123937)
H (1.685803, -3.852473, 1.495204)
H (0.922938, 2.829757, 3.316883)
H (4.846530, -2.831960, -0.113942)
H (-4.761657, 2.763676, -2.085414)
H (-4.965132, -1.040006, -0.446589)
H (-1.351626, -4.302592, -2.272146)
H (-2.328415, -2.520552, -0.889356)
H (-6.520078, 0.731143, -1.396321)
H (-3.146280, -0.933215, -3.342209)
H (0.835936, 3.199827, -0.939680)

Cartesian forces (eV/Å) of the 6 atoms listed first:
-0.18 -0.07 -0.37
0.53 -0.07 0.20
-0.12 0.39 0.91
0.54 0.74 1.17
-1.94 -0.16 -0.53
-0.71 -0.37 -0.39

Properties
Relative energy (zero: lowest compared OMol25 entry of this formula, charge and spin), kJ/mol: 0.00
Charge: +2
E_LUMO, hartree: -0.156
DFT total energy, eV: -41057.29583

Atomic partial charges in e from the Mulliken method, atoms 1 to 5: -0.62, -0.62, -0.67, 0.60, 0.87